A molecular structure, C5H8O2 in a non-equilibrium geometry, computed with ωB97M-V with the def2-TZVPD basis set.

```
15
Properties=species:S:1:pos:R:3
C 2.271 0.283 -0.058
C 0.867 0.289 0.568
C -0.326 -0.243 -0.267
C -1.377 -0.707 0.603
O -1.733 -0.079 1.593
C -2.062 0.349 -0.982
O -2.384 -0.213 -1.973
H 2.624 -0.725 -0.316
H 3.001 0.684 0.660
H 2.325 0.900 -0.958
H 0.610 1.271 0.956
H 0.895 -0.351 1.470
H -0.060 -0.821 -1.154
H -1.881 -1.611 0.238
H -2.771 0.975 -0.379
```

Results
ΔE to the lowest compared entry with this formula, charge and spin (eV): 3.280
Net charge: 0
E_tot (a.u.): -345.68444